1.
{
  "formula": "C9H26CoN2O7",
  "method": "ωB97M-V/def2-TZVPD",
  "s2": 3.7990,
  "homo_ha": [-0.193, -0.224],
  "homo_lumo_gap_ev": [5.691, 4.573],
  "charge": 0,
  "spin_multiplicity": 4,
  "relative_energy_kj_mol": 92.4,
  "species": ["O", "H", "Co", "N", "N", "O", "O", "C", "C", "C", "C", "H", "H", "H", "H", "H", "H", "H", "H", "O", "H", "H", "C", "H", "H", "H", "O", "H", "H", "C", "O", "C", "C", "O", "C", "H", "H", "H", "H", "H", "H", "H", "H", "H", "H"],
  "xyz": [[2.384, -0.270, 2.795], [2.474, -0.321, 3.763], [-0.155, -0.164, 0.312], [0.518, -0.993, -1.191], [-1.736, -0.663, -0.444], [1.813, -1.024, -1.608], [-3.022, -0.575, 0.086], [-0.365, -1.607, -2.019], [-1.686, -1.419, -1.564], [0.040, -2.301, -3.261], [-2.923, -1.997, -2.106], [1.120, -2.453, -3.332], [-0.279, -1.723, -4.139], [-0.448, -3.281, -3.314], [-3.791, -1.470, -1.707], [-3.008, -3.059, -1.840], [-2.923, -1.943, -3.199], [2.417, -1.073, -0.721], [-2.921, -0.247, 1.005], [-0.759, 1.975, -1.443], [-0.189, 2.223, -2.204], [-1.436, 1.403, -1.874], [-0.099, -1.583, 1.648], [0.854, -1.554, 2.197], [-0.254, -2.560, 1.168], [-0.907, -1.424, 2.372], [3.312, -1.130, 0.393], [2.946, -0.698, 1.215], [3.451, -2.066, 0.647], [-2.262, 2.105, 1.434], [-0.983, 1.431, 1.531], [0.053, 2.257, 2.110], [1.393, 1.728, 1.795], [1.457, 1.170, 0.498], [2.307, 1.844, -0.486], [-2.694, 1.937, 0.441], [-2.124, 3.188, 1.558], [-2.947, 1.730, 2.211], [-0.101, 2.291, 3.196], [-0.031, 3.264, 1.675], [2.206, 2.432, 1.983], [1.794, 0.617, 2.581], [2.234, 1.277, -1.417], [1.923, 2.863, -0.625], [3.346, 1.864, -0.123]],
  "forces_ev_per_a": [[0.11, 0.76, 0.87], [0.02, -0.01, -0.51], [0.31, 0.48, 0.61], [-0.79, -0.99, -1.70], [-0.76, -0.52, -1.38], [1.81, -0.34, 0.63], [-0.93, 0.12, 0.96], [1.02, 1.17, 1.24], [0.19, 0.80, 1.48], [-0.19, -0.40, -0.56], [-0.44, -0.66, -0.63], [-0.23, 0.14, 0.20], [0.08, -0.17, 0.01], [0.04, 0.08, -0.13], [0.12, -0.19, -0.24], [-0.12, 0.11, -0.03], [-0.09, -0.02, 0.05], [-1.37, 0.17, -1.77], [0.30, -0.43, -0.90], [-0.13, 0.10, -1.48], [-0.45, -0.19, 0.75], [0.64, 0.25, 0.69], [0.16, -0.31, 0.53], [-0.48, -0.38, -0.23], [0.07, 0.12, 0.15], [-0.08, -0.11, 0.13], [0.37, -0.45, 1.23], [0.33, -0.61, -0.51], [-0.15, 0.78, -0.18], [0.41, 0.10, 0.00], [0.05, 1.17, 0.55], [-1.56, -0.37, 0.08], [0.12, 0.70, -2.69], [0.79, 0.98, 1.02], [-0.25, 0.01, 0.50], [0.26, -0.13, 0.26], [-0.10, -0.27, 0.05], [0.25, 0.12, -0.15], [0.07, 0.29, -0.08], [-0.04, 0.06, 0.14], [0.02, -0.11, 0.18], [0.80, -1.57, 0.54], [-0.02, -0.05, 0.35], [0.14, -0.19, 0.04], [-0.33, -0.04, -0.10]],
  "nbo_charge": [-0.9439, 0.4863, 0.9716, -0.2301, -0.2455, -0.6355, -0.5938, 0.0754, 0.0686, -0.6586, -0.6584, 0.2460, 0.2087, 0.2142, 0.2420, 0.2190, 0.2125, 0.4939, 0.4752, -0.9496, 0.4712, 0.4915, -1.0604, 0.1948, 0.1894, 0.1626, -0.9428, 0.5299, 0.4944, -0.2584, -0.5703, -0.1137, 0.0335, -0.5506, -0.2571, 0.2196, 0.1830, 0.1812, 0.1980, 0.1938, 0.1919, 0.4041, 0.2429, 0.1794, 0.1939]
}

2.
{
  "formula": "C9H26F3O9V",
  "method": "ωB97M-V/def2-TZVPD",
  "homo_ha": -0.350,
  "homo_lumo_gap_ev": 8.817,
  "charge": 0,
  "relative_energy_kj_mol": 99.1,
  "species": ["O", "V", "O", "C", "O", "O", "C", "F", "F", "F", "C", "C", "H", "H", "H", "H", "H", "H", "C", "O", "H", "H", "H", "H", "C", "O", "H", "H", "H", "H", "C", "O", "H", "H", "H", "H", "C", "O", "H", "H", "H", "H", "C", "O", "H", "H", "H", "H"],
  "xyz": [[0.411, 1.127, -0.356], [0.529, -0.363, 0.262], [-0.108, -0.269, 1.769], [1.874, -2.332, -1.658], [1.974, -0.955, -1.881], [1.025, -2.395, -0.586], [1.621, -3.088, -3.013], [0.809, -2.605, -3.995], [2.822, -3.312, -3.563], [1.182, -4.323, -2.829], [2.822, -0.425, -2.847], [2.641, 1.067, -2.577], [2.947, 1.194, -1.539], [3.281, 1.721, -3.169], [1.578, 1.257, -2.730], [2.466, -0.653, -3.852], [3.865, -0.728, -2.754], [2.880, -2.653, -1.387], [-1.873, -1.002, -1.828], [-1.640, -0.909, -0.419], [-1.072, -0.547, -2.410], [-2.250, -1.966, -2.170], [-2.686, -0.287, -1.952], [-2.531, -0.781, -0.086], [2.829, 1.140, 1.635], [2.644, -0.204, 1.150], [3.548, 1.619, 0.970], [1.934, 1.762, 1.612], [3.329, 1.121, 2.603], [3.500, -0.636, 1.195], [-2.868, 2.737, -1.083], [-3.546, 3.795, -0.461], [-3.677, 2.192, -1.570], [-2.076, 3.076, -1.750], [-2.367, 2.085, -0.368], [-3.012, 4.031, 0.301], [-0.207, -0.245, 4.839], [-0.026, -1.525, 5.335], [-1.140, -0.287, 4.276], [-0.140, 0.481, 5.650], [0.603, 0.060, 4.176], [0.902, -1.608, 5.568], [-3.544, 0.750, 2.113], [-4.053, -0.044, 1.104], [-3.758, 0.368, 3.111], [-2.459, 0.683, 2.026], [-3.991, 1.744, 2.114], [-4.994, 0.131, 1.020]],
  "forces_ev_per_a": [[0.37, -2.17, 0.80], [-1.72, -0.23, 1.21], [1.48, -0.29, -2.98], [-0.54, 1.05, 1.41], [-0.51, 0.18, 0.00], [-0.44, 0.90, -0.39], [-0.51, -1.40, -0.37], [0.48, 0.87, 0.94], [0.90, 0.96, -0.62], [-0.95, -0.81, 1.07], [0.10, 1.56, -0.75], [0.70, -0.39, -0.20], [-0.40, 0.35, 0.08], [-0.17, -0.11, -0.28], [0.22, 0.48, 0.23], [0.11, -0.25, -0.13], [0.07, -0.31, 0.20], [0.30, -0.67, 0.02], [-1.03, 1.45, -0.22], [1.37, -0.67, -0.56], [0.36, -0.69, 0.17], [0.64, -0.18, 0.14], [-0.32, -0.03, -0.65], [-0.04, 0.28, 1.23], [1.38, 0.45, -0.29], [-1.22, 0.70, 0.03], [-0.03, 0.22, -0.18], [-0.13, -0.69, 0.17], [-0.49, -0.03, 0.27], [-0.23, -0.40, -0.31], [-0.11, -0.63, -0.08], [0.13, 0.63, 0.74], [0.51, -0.29, -0.47], [-0.21, 0.06, -0.42], [-0.13, -0.21, 0.17], [-0.15, 0.36, 0.09], [0.34, 0.76, -0.33], [0.51, -1.27, 0.46], [0.05, 0.62, 0.21], [-0.79, 0.31, 0.13], [-0.07, -0.17, -0.48], [-0.04, -0.26, 0.12], [0.57, 0.33, 1.42], [-0.69, -0.86, -1.21], [-0.20, -0.39, 0.16], [0.03, 0.68, -0.08], [0.54, 0.34, -0.34], [-0.03, -0.17, -0.13]],
  "nbo_charge": [-0.5567, 1.5209, -0.5359, 0.3341, -0.5727, -0.8057, 0.9168, -0.3314, -0.3371, -0.3199, -0.0669, -0.6069, 0.1992, 0.2074, 0.2244, 0.1769, 0.1682, 0.1348, -0.2580, -0.7180, 0.1999, 0.1938, 0.1708, 0.5285, -0.2608, -0.7178, 0.1766, 0.2278, 0.1825, 0.5109, -0.2515, -0.7190, 0.1737, 0.1651, 0.1707, 0.4617, -0.2343, -0.7129, 0.1887, 0.1464, 0.1583, 0.4575, -0.2581, -0.7429, 0.1610, 0.2042, 0.1673, 0.4786]
}

3.
{
  "formula": "C9H26FNO9P3",
  "method": "ωB97M-V/def2-TZVPD",
  "homo_ha": -0.139,
  "homo_lumo_gap_ev": 6.297,
  "charge": -1,
  "species": ["N", "P", "O", "O", "C", "F", "P", "P", "O", "O", "O", "H", "H", "H", "H", "H", "H", "C", "O", "C", "C", "O", "C", "H", "H", "H", "H", "H", "H", "H", "H", "H", "H", "C", "O", "C", "C", "O", "C", "H", "H", "H", "H", "H", "H", "H", "H", "H", "H"],
  "xyz": [[4.982, 2.632, 1.998], [3.731, 1.649, 1.943], [3.877, 0.654, 0.587], [3.784, 0.735, 3.371], [2.160, 2.616, 1.987], [2.519, 3.947, 1.695], [0.955, 2.055, 0.693], [-0.694, 1.309, 1.938], [-0.324, 0.067, 2.720], [-0.965, 2.522, 3.063], [-2.074, 1.119, 1.026], [5.492, 2.448, 2.855], [3.168, 0.004, 0.559], [3.373, -0.115, 3.199], [1.447, 0.960, -0.071], [-0.726, 3.349, 2.632], [-2.777, 0.762, 1.568], [3.441, -3.883, -1.102], [2.731, -3.127, -0.138], [1.451, -3.674, 0.154], [1.459, -4.436, 1.465], [2.268, -5.606, 1.383], [3.539, -5.431, 1.986], [4.474, -3.537, -1.104], [3.428, -4.950, -0.870], [3.015, -3.717, -2.098], [1.105, -4.312, -0.664], [0.756, -2.834, 0.244], [0.441, -4.767, 1.687], [1.790, -3.793, 2.285], [3.443, -5.435, 3.076], [4.017, -4.503, 1.663], [4.168, -6.269, 1.688], [-3.122, 3.061, -1.075], [-3.060, 3.434, -2.448], [-3.186, 2.324, -3.320], [-4.583, 2.235, -3.907], [-5.552, 1.934, -2.910], [-6.275, 3.078, -2.492], [-3.241, 3.971, -0.487], [-3.968, 2.399, -0.872], [-2.195, 2.574, -0.778], [-2.921, 1.394, -2.808], [-2.472, 2.474, -4.136], [-4.609, 1.416, -4.633], [-4.841, 3.160, -4.431], [-6.994, 3.372, -3.265], [-5.612, 3.917, -2.268], [-6.823, 2.816, -1.588]],
  "forces_ev_per_a": [[-1.17, -1.21, -0.30], [1.31, 2.42, 1.14], [-0.14, 0.25, 1.76], [-0.29, 0.09, -2.14], [0.22, -2.02, -1.13], [-0.33, 0.20, -0.13], [0.25, 1.98, 0.02], [1.23, -1.93, 2.39], [-1.22, 1.28, -1.10], [-0.27, -1.31, -1.92], [1.52, 0.74, 0.52], [0.12, 0.01, -0.07], [-0.22, -0.20, -0.19], [-0.25, -0.33, 0.31], [-0.59, -0.36, 0.51], [0.15, 0.44, 0.13], [-0.27, -0.29, 0.35], [0.06, 0.18, 0.02], [0.00, -0.26, -0.06], [0.03, 0.41, 0.29], [-0.17, -0.29, -0.25], [0.18, 0.17, 0.03], [-0.06, -0.12, -0.03], [-0.04, 0.07, 0.02], [-0.04, -0.01, -0.01], [0.01, -0.10, -0.04], [0.04, -0.08, 0.02], [-0.03, -0.02, 0.02], [-0.02, 0.05, 0.01], [0.02, 0.05, -0.05], [0.08, 0.07, 0.03], [-0.02, 0.02, 0.03], [-0.06, -0.03, 0.00], [0.17, 0.19, -0.07], [-0.29, -0.13, 0.04], [0.05, 0.43, -0.13], [0.06, -0.44, 0.15], [0.01, 0.26, -0.03], [-0.03, -0.13, 0.04], [0.03, 0.03, -0.08], [0.02, -0.04, -0.04], [-0.04, -0.05, 0.02], [-0.07, -0.03, 0.01], [0.00, -0.06, -0.04], [0.02, 0.01, -0.04], [0.04, 0.05, 0.04], [-0.01, 0.10, 0.01], [0.01, 0.00, -0.03], [0.00, -0.06, -0.03]],
  "nbo_charge": [-1.3523, 2.0685, -0.9806, -0.9676, -0.6042, -0.4046, 0.0611, 1.9824, -1.1233, -0.9666, -0.9977, 0.3606, 0.4810, 0.4769, -0.0239, 0.4953, 0.4974, -0.2536, -0.5500, -0.0924, -0.0898, -0.5569, -0.2547, 0.1929, 0.1743, 0.1646, 0.1686, 0.1990, 0.1834, 0.1836, 0.1662, 0.1839, 0.1829, -0.2591, -0.5560, -0.0880, -0.0870, -0.5523, -0.2537, 0.1841, 0.1678, 0.2011, 0.1807, 0.1800, 0.1775, 0.1698, 0.1592, 0.1846, 0.1868]
}

4.
{
  "formula": "C9H26N2O7Y",
  "method": "ωB97M-V/def2-TZVPD",
  "homo_ha": -0.410,
  "homo_lumo_gap_ev": 6.970,
  "charge": 1,
  "relative_energy_kj_mol": 0.0,
  "species": ["O", "H", "Y", "N", "N", "O", "O", "C", "C", "C", "C", "H", "H", "H", "H", "H", "H", "H", "H", "O", "H", "H", "C", "H", "H", "H", "O", "H", "H", "C", "O", "C", "C", "O", "C", "H", "H", "H", "H", "H", "H", "H", "H", "H", "H"],
  "xyz": [[-3.024, 1.858, -0.772], [-3.550, 1.840, -1.598], [-1.050, 0.457, -0.406], [1.383, 0.787, -0.113], [-0.354, 2.678, -0.207], [2.412, -0.204, -0.171], [-1.303, 3.661, -0.377], [1.882, 2.027, -0.021], [0.898, 3.073, 0.040], [3.335, 2.351, 0.211], [1.283, 4.462, 0.394], [4.043, 1.610, -0.198], [3.526, 2.490, 1.296], [3.574, 3.300, -0.301], [0.400, 5.094, 0.450], [1.969, 4.888, -0.345], [1.789, 4.482, 1.366], [3.120, 0.140, 0.407], [-2.131, 3.088, -0.654], [-1.356, 0.645, 2.079], [-1.138, 1.399, 2.650], [-2.106, 0.193, 2.498], [-0.212, -0.106, -2.394], [-0.190, -1.142, -2.684], [0.739, 0.261, -2.742], [-1.014, 0.430, -2.946], [2.788, -2.270, -2.226], [2.610, -1.495, -1.647], [2.285, -2.037, -3.018], [0.639, -2.377, 0.822], [-0.532, -1.852, 0.138], [-1.618, -2.806, 0.164], [-2.934, -2.136, -0.182], [-2.936, -0.801, 0.377], [-4.210, -0.144, 0.522], [1.458, -2.510, 0.102], [0.392, -3.351, 1.286], [0.910, -1.660, 1.609], [-1.392, -3.617, -0.542], [-1.674, -3.244, 1.175], [-3.049, -2.066, -1.273], [-3.748, -2.718, 0.253], [-4.988, -0.648, -0.070], [-4.482, -0.032, 1.582], [-4.063, 0.869, 0.111]],
  "forces_ev_per_a": [[1.49, 0.22, -1.27], [0.54, 0.13, 0.63], [-1.70, -0.30, 0.66], [2.98, 2.17, 0.24], [1.98, 2.59, -0.24], [-0.89, 0.90, 0.61], [1.02, -0.89, 0.49], [-0.38, -3.71, 0.74], [-3.52, 0.27, -0.29], [0.26, 0.35, -0.48], [-0.08, 0.41, -0.17], [-0.43, 0.29, 0.18], [-0.13, -0.07, -0.56], [-0.06, -0.39, 0.38], [0.03, -0.03, -0.04], [-0.10, -0.02, 0.09], [-0.02, -0.06, -0.15], [-0.18, -0.47, -0.35], [-0.10, -0.09, 0.26], [0.10, 0.30, 0.47], [-0.10, -0.26, -0.16], [0.26, 0.10, -0.23], [-0.06, 0.20, -0.72], [-0.42, -0.68, -0.21], [0.38, 0.55, -0.24], [0.22, -0.24, -0.39], [-0.48, 0.94, 0.42], [0.29, -0.72, -0.46], [0.14, -0.24, -0.03], [0.02, -0.16, 0.02], [-0.32, -0.60, 0.51], [0.30, -0.11, 0.40], [0.12, 0.45, -0.19], [0.27, -0.70, -0.09], [-0.83, 0.36, -0.08], [-0.36, 0.05, 0.25], [0.15, 0.53, -0.24], [0.03, -0.26, -0.25], [-0.18, 0.18, 0.11], [0.02, 0.24, -0.26], [-0.18, 0.01, 0.21], [-0.05, 0.01, -0.17], [0.24, -0.06, 0.44], [0.01, -0.59, -0.22], [-0.30, -0.61, 0.37]],
  "nbo_charge": [-1.2100, 0.4856, 2.0668, -0.1854, -0.2073, -0.5561, -0.5137, 0.2408, 0.2017, -0.7157, -0.6885, 0.2513, 0.2627, 0.2670, 0.2722, 0.2496, 0.2418, 0.4791, 0.5272, -0.9487, 0.5107, 0.5174, -1.3648, 0.2339, 0.2319, 0.2104, -0.9466, 0.4746, 0.4712, -0.2489, -0.6064, -0.0796, -0.0875, -0.6272, -0.3060, 0.2303, 0.1969, 0.1916, 0.2141, 0.1903, 0.1970, 0.2189, 0.1951, 0.1807, 0.2817]
}

Sequential energy output: -2377.14558 -2279.17754 -2214.37595 -1032.75424 a.u.